(1)
This record from the OMol25 dataset describes a molecular structure, C25H66NbO15P2. The level of theory is ωB97M-V/def2-TZVPD.

```
! wB97M-V def2-TZVPD RIJCOSX def2/J DEFGRID3
* xyz -1 1
C -0.406 0.069 1.359
Nb -0.650 0.081 -0.939
C -1.074 0.286 -3.157
C -2.076 -0.771 -3.814
C -2.880 -1.698 -2.811
C -3.913 -2.543 -3.700
O -4.605 -3.432 -3.163
O -4.026 -2.348 -5.091
P 1.908 -0.053 -1.265
P 2.472 -1.577 -2.699
O 4.008 -1.523 -2.814
O 1.874 -1.327 -4.261
O 2.088 -3.172 -2.251
H 0.598 -0.313 1.691
H -1.263 -0.591 1.725
H -0.653 1.104 1.757
H -0.438 1.915 -0.888
H -2.446 0.207 -0.628
H -0.663 -1.734 -0.952
H -1.546 1.315 -3.305
H -0.082 0.336 -3.707
H -1.502 -1.400 -4.555
H -2.853 -0.211 -4.430
H -3.486 -1.154 -2.040
H -2.195 -2.487 -2.372
H -4.861 -2.783 -5.347
H 2.397 -0.533 0.003
H 1.287 -2.050 -4.548
H 1.825 -3.667 -3.051
C 2.937 -1.394 3.079
O 3.067 0.013 2.921
C 3.251 0.683 4.159
C 4.708 1.062 4.375
O 5.526 -0.095 4.541
C 6.248 -0.423 3.364
H 3.023 -1.858 2.096
H 3.716 -1.801 3.730
H 1.952 -1.628 3.494
H 2.876 0.078 4.991
H 2.653 1.599 4.118
H 4.790 1.648 5.296
H 5.075 1.678 3.547
H 7.072 0.284 3.222
H 5.609 -0.422 2.479
H 6.668 -1.422 3.490
C -4.024 2.621 1.592
O -2.742 3.034 2.044
C -2.515 4.422 1.838
C -2.689 5.212 3.126
O -4.046 5.199 3.565
C -4.265 4.280 4.622
H -4.215 1.618 1.976
H -4.813 3.290 1.945
H -4.033 2.586 0.498
H -3.167 4.810 1.049
H -1.480 4.528 1.498
H -2.423 6.257 2.939
H -2.026 4.828 3.908
H -3.844 4.675 5.553
H -3.830 3.302 4.409
H -5.341 4.162 4.753
C 4.018 -4.369 -8.983
O 2.886 -3.883 -9.690
C 1.657 -4.261 -9.078
C 1.051 -3.111 -8.288
O 1.853 -2.781 -7.158
C 2.651 -1.623 -7.372
H 4.903 -3.863 -9.371
H 3.941 -4.169 -7.912
H 4.124 -5.445 -9.151
H 1.792 -5.142 -8.444
H 0.969 -4.532 -9.886
H 0.072 -3.420 -7.908
H 0.904 -2.234 -8.927
H 2.023 -0.728 -7.334
H 3.179 -1.661 -8.327
H 3.385 -1.563 -6.569
C -7.584 0.302 -5.089
O -8.278 -0.574 -4.214
C -7.484 -0.976 -3.100
C -7.861 -0.201 -1.846
O -7.527 1.180 -1.970
C -8.652 1.987 -2.268
H -8.308 0.737 -5.779
H -7.088 1.109 -4.543
H -6.842 -0.261 -5.664
H -6.418 -0.867 -3.321
H -7.683 -2.038 -2.931
H -7.289 -0.595 -1.002
H -8.926 -0.322 -1.621
H -9.279 2.098 -1.378
H -9.246 1.573 -3.086
H -8.293 2.974 -2.562
C 6.263 -0.332 7.557
O 7.126 -0.031 8.649
C 7.348 1.365 8.799
C 6.513 1.945 9.930
O 5.122 1.901 9.622
C 4.454 0.833 10.272
H 5.962 -1.377 7.639
H 5.366 0.293 7.566
H 6.797 -0.193 6.615
H 7.156 1.894 7.860
H 8.408 1.494 9.044
H 6.778 2.998 10.063
H 6.717 1.423 10.870
H 4.330 1.061 11.336
H 4.990 -0.112 10.160
H 3.465 0.728 9.825
*
```

Properties
- ΔE to the lowest compared entry with this formula, charge and spin: 1.662 eV
- Highest occupied orbital energy: -4.78 eV
- Calculated total energy: -77825.987 eV
- LUMO energy: 1.874 eV
- Gap between HOMO and LUMO: 6.65 eV


(2)
This record from the OMol25 dataset describes a molecular structure, C25H6Cl5F4FeN6O3S. The level of theory is ωB97M-V/def2-TZVPD.

```
! wB97M-V def2-TZVPD RIJCOSX def2/J DEFGRID3
* xyz -2 6
Fe 0.007 0.058 -0.205
Cl 4.754 -0.831 0.680
C 3.487 -0.564 1.827
C 3.734 -0.629 3.237
C 2.741 -0.415 4.110
Cl 3.130 -0.511 5.822
C 1.431 -0.123 3.720
C 0.336 0.118 4.571
C -0.843 0.380 4.023
C -0.997 0.413 2.600
N -0.027 0.201 1.805
C 1.194 -0.071 2.325
C 2.242 -0.297 1.348
O 1.970 -0.234 0.102
H 4.723 -0.849 3.615
H 0.459 0.092 5.645
H -1.704 0.567 4.650
H -1.944 0.614 2.119
S 1.263 -0.739 -4.641
C 0.670 -0.388 -3.198
N 0.224 -0.105 -2.150
F -1.520 2.963 0.788
C -0.621 3.159 -0.321
C 0.041 4.458 -0.028
F 0.636 4.503 1.165
C 0.134 5.587 -0.853
C -0.580 5.477 -2.065
C -1.332 4.365 -2.373
F -1.993 4.410 -3.541
C -1.448 3.232 -1.579
C -2.286 2.125 -1.898
C -2.248 1.015 -1.042
N -2.176 0.158 -0.271
C -3.191 2.056 -2.987
N -3.973 1.997 -3.834
F -0.554 6.494 -2.947
C 0.868 6.741 -0.475
C 0.935 7.914 -1.268
N 1.055 8.899 -1.857
C 1.603 6.868 0.728
N 2.204 7.071 1.692
C 0.432 2.049 -0.279
H 1.048 2.121 -1.177
H 1.066 2.234 0.589
Cl -0.127 -4.166 1.891
C -0.500 -4.246 0.157
Cl -1.845 -5.370 -0.076
Cl 0.920 -4.855 -0.712
C -0.833 -2.815 -0.452
O -1.638 -2.776 -1.350
O -0.154 -1.918 0.129
*
```

Properties
- ΔE to the lowest compared entry with this formula, charge and spin: 0.000 eV
- Highest occupied orbital energy (alpha / beta): -2.44 / -3.13 eV
- <S²>: 8.949
- Calculated total energy: -159810.986 eV
- LUMO energy (alpha / beta): 3.737 / 1.862 eV
- Gap between HOMO and LUMO (alpha / beta): 6.18 / 4.99 eV


(3)
This record from the OMol25 dataset describes 6 unconnected molecules or ions with the total composition C25H70N6O8. The level of theory is ωB97M-V/def2-TZVPD.

```
! wB97M-V def2-TZVPD RIJCOSX def2/J DEFGRID3
* xyz 4 1
N -0.601 0.259 0.034
O -0.352 1.391 0.116
O -0.493 -0.316 -1.003
O -1.030 -0.396 0.991
C -1.611 1.541 7.630
N -2.872 2.433 7.661
C -3.435 2.419 9.101
C -2.477 3.795 7.125
C -3.940 1.743 6.675
C -5.439 2.255 6.751
O -5.521 3.598 6.462
H -0.878 2.083 8.227
H -1.295 1.486 6.589
H -1.944 0.552 7.946
H -2.563 2.708 9.686
H -3.809 1.407 9.256
H -4.274 3.115 9.116
H -2.014 4.274 7.987
H -3.243 4.488 6.776
H -1.711 3.621 6.369
H -3.849 0.665 6.811
H -3.487 2.000 5.717
H -5.937 1.908 7.656
H -5.970 1.808 5.910
H -6.476 3.692 6.435
C -2.917 -10.319 3.947
N -1.539 -9.719 4.466
C -1.518 -8.848 5.726
C -0.578 -10.881 4.883
C -0.803 -8.992 3.264
C -1.266 -7.536 3.016
O -0.874 -7.112 1.698
H -2.689 -11.088 3.208
H -3.370 -9.437 3.495
H -3.434 -10.712 4.822
H -0.479 -8.558 5.880
H -1.953 -9.443 6.529
H -2.176 -8.004 5.517
H -0.350 -11.429 3.969
H -1.159 -11.576 5.490
H 0.332 -10.544 5.380
H -0.909 -9.644 2.397
H 0.253 -9.026 3.529
H -0.691 -6.926 3.713
H -2.320 -7.373 3.239
H -0.901 -6.161 1.570
C 2.506 -3.369 -12.180
N 2.988 -2.905 -10.814
C 3.413 -4.111 -10.017
C 4.335 -2.122 -11.079
C 1.861 -2.062 -10.122
C 2.167 -1.425 -8.785
O 2.223 -2.524 -7.813
H 3.132 -4.174 -12.565
H 2.612 -2.453 -12.761
H 1.520 -3.815 -12.050
H 3.981 -4.832 -10.605
H 2.520 -4.584 -9.608
H 3.967 -3.711 -9.168
H 3.994 -1.235 -11.613
H 5.055 -2.754 -11.598
H 4.816 -1.905 -10.125
H 1.045 -2.766 -9.959
H 1.560 -1.371 -10.910
H 1.461 -0.714 -8.357
H 3.076 -0.829 -8.706
H 2.192 -2.265 -6.889
C -2.693 7.066 -3.083
N -4.170 6.627 -3.218
C -5.021 7.730 -3.919
C -4.133 5.310 -4.081
C -4.772 6.323 -1.841
C -4.507 7.297 -0.616
O -4.978 8.540 -0.995
H -2.647 8.061 -2.640
H -2.338 7.186 -4.106
H -2.076 6.359 -2.527
H -6.042 7.349 -3.924
H -4.704 7.682 -4.961
H -4.915 8.730 -3.500
H -3.420 4.660 -3.575
H -3.812 5.570 -5.090
H -5.185 5.025 -4.101
H -4.209 5.413 -1.630
H -5.814 6.070 -2.039
H -3.456 7.373 -0.337
H -5.139 7.069 0.242
H -5.123 9.047 -0.193
C 7.357 1.167 1.773
N 6.252 2.205 1.887
C 5.098 1.511 2.693
C 6.773 3.388 2.636
C 5.585 2.576 0.496
C 6.640 3.233 -0.424
O 6.756 4.522 0.002
H 6.949 0.384 1.134
H 7.640 0.848 2.776
H 8.239 1.696 1.411
H 4.357 2.298 2.834
H 5.452 1.136 3.653
H 4.515 0.839 2.064
H 7.056 2.916 3.577
H 5.981 4.067 2.953
H 7.638 3.782 2.102
H 4.861 3.301 0.867
H 5.118 1.659 0.138
H 6.175 3.041 -1.391
H 7.575 2.673 -0.440
H 7.277 5.000 -0.648
*
```

Properties
- ΔE to the lowest compared entry with this formula, charge and spin: 2.107 eV
- Highest occupied orbital energy: -11.62 eV
- Calculated total energy: -52338.590 eV
- LUMO energy: -5.486 eV
- Gap between HOMO and LUMO: 6.13 eV


(4)
This record from the OMol25 dataset describes 7 unconnected molecules or ions with the total composition C25H70N8O7. The level of theory is ωB97M-V/def2-TZVPD.

```
! wB97M-V def2-TZVPD RIJCOSX def2/J DEFGRID3
* xyz 0 1
C 7.510 1.315 0.750
C 6.379 0.597 0.022
C 5.444 1.647 -0.640
O 4.390 1.056 -1.345
C 3.445 0.299 -0.622
N 6.955 -0.268 -1.017
H 8.032 1.963 0.042
H 8.140 0.598 1.267
H 7.052 2.023 1.447
H 5.807 -0.025 0.713
H 6.037 2.233 -1.344
H 5.081 2.341 0.131
H 2.803 -0.281 -1.285
H 2.749 0.957 -0.097
H 3.938 -0.426 0.029
H 6.250 -0.363 -1.751
H 7.671 0.279 -1.495
C 0.979 3.176 1.620
C 1.536 3.099 3.013
C 1.909 4.441 3.624
O 3.124 4.943 3.096
C 3.662 5.967 3.868
N 0.485 2.482 3.874
H 0.007 3.673 1.610
H 0.942 2.184 1.164
H 1.577 3.788 0.935
H 2.365 2.380 3.040
H 2.052 4.294 4.703
H 1.095 5.161 3.489
H 4.460 6.489 3.336
H 4.084 5.606 4.813
H 2.967 6.785 4.104
H 0.753 2.441 4.852
H 0.549 1.506 3.564
C 0.539 -2.270 5.040
C -0.108 -1.605 3.854
C -1.444 -0.992 4.184
O -2.155 -0.528 3.049
C -3.263 0.293 3.332
N 0.767 -0.523 3.348
H -0.114 -3.051 5.434
H 0.790 -1.514 5.787
H 1.454 -2.798 4.765
H -0.185 -2.393 3.097
H -1.319 -0.141 4.868
H -2.119 -1.674 4.722
H -3.801 0.624 2.444
H -3.067 1.132 3.999
H -4.002 -0.386 3.784
H 0.427 -0.141 2.461
H 1.607 -1.002 3.023
C -0.101 -2.172 -3.960
C -0.981 -2.869 -4.963
C -2.415 -3.016 -4.462
O -3.013 -1.754 -4.223
C -4.439 -1.734 -3.983
N -0.899 -2.135 -6.222
H 0.148 -2.772 -3.083
H -0.538 -1.219 -3.650
H 0.859 -1.887 -4.395
H -0.648 -3.889 -5.180
H -2.441 -3.557 -3.508
H -2.972 -3.550 -5.240
H -4.532 -2.219 -3.007
H -4.984 -2.376 -4.677
H -4.654 -0.677 -4.044
H -1.189 -2.597 -7.072
H -1.481 -1.308 -6.105
C -2.167 -2.795 -0.028
C -0.984 -3.327 0.769
C -1.469 -4.291 1.828
O -0.405 -4.844 2.604
C -0.879 -5.483 3.756
N -0.135 -4.101 -0.169
H -1.713 -2.028 -0.660
H -2.799 -2.283 0.700
H -2.565 -3.611 -0.627
H -0.329 -2.537 1.142
H -2.030 -5.137 1.416
H -2.173 -3.760 2.486
H -0.004 -5.632 4.387
H -1.435 -6.418 3.601
H -1.620 -4.872 4.296
H 0.224 -3.465 -0.875
H 0.672 -4.437 0.350
C -2.211 3.695 -5.047
C -2.357 2.525 -4.048
C -3.103 2.929 -2.787
O -3.221 1.863 -1.879
C -4.513 1.310 -1.738
N -2.905 1.365 -4.800
H -1.464 4.425 -4.730
H -3.163 4.231 -5.049
H -1.928 3.324 -6.027
H -1.333 2.262 -3.746
H -4.096 3.344 -3.010
H -2.578 3.785 -2.350
H -4.536 0.519 -0.995
H -4.821 0.934 -2.721
H -5.310 2.033 -1.530
H -2.857 0.596 -4.129
H -2.199 1.139 -5.492
C -0.503 0.216 -0.275
O 0.466 -0.426 0.170
N -0.645 0.508 -1.591
N -1.602 0.468 0.475
H -1.521 0.859 -1.959
H 0.210 0.456 -2.118
H -2.349 1.018 0.099
H -1.614 -0.017 1.376
*
```

Properties
- ΔE to the lowest compared entry with this formula, charge and spin: 1.359 eV
- Highest occupied orbital energy: -8.78 eV
- Structure (SMILES): COC[C@H](C)N.COC[C@H](C)N.COC[C@H](C)N.COC[C@H](C)N.COC[C@H](C)N.COC[C@H](C)N.NC(N)=O
- Calculated total energy: -53311.133 eV
- LUMO energy: 0.527 eV
- Gap between HOMO and LUMO: 9.31 eV